Entry 1:
A structure of composition C5H13N2O at a distorted geometry, computed with ωB97M-V/def2-TZVPD.

Structure (ORCA input):
```
! wB97M-V def2-TZVPD RIJCOSX def2/J DEFGRID3
* xyz 1 1
H 2.274 0.073 -0.050
H 2.073 -0.876 -1.865
N 0.860 -0.419 -1.929
C -0.859 0.460 1.102
H 0.549 1.936 1.380
H 1.151 -2.512 -1.456
H -3.965 0.006 -1.122
H -1.030 -0.496 0.407
C 1.545 0.152 0.797
O -3.040 -0.024 -0.923
H 0.254 1.604 -0.386
H -2.736 0.623 -0.059
C 1.442 -1.476 -1.182
H 0.631 -0.578 -2.947
H -0.660 0.017 2.117
N -2.013 1.246 0.889
C 0.344 1.180 0.640
C 1.752 -1.235 0.285
H 1.644 -1.992 1.002
H -2.331 1.843 1.591
H 2.119 0.469 1.708
*
```

Output
Kohn-Sham gap in eV: 4.30
Max |F| in eV Å⁻¹: 6.645
Molecular weight in g/mol: 117.17
HOMO in eV: -12.4
LUMO energy in eV: -8.0

Entry 2:
A structure of composition C44H35F6MgN4O6PS3 at a distorted geometry, computed with ωB97M-V/def2-TZVPD.

Structure (ORCA input):
```
! wB97M-V def2-TZVPD RIJCOSX def2/J DEFGRID3
* xyz -2 1
H 11.104 6.372 8.894
N 13.591 7.684 10.632
C 18.852 12.889 13.162
N 13.883 8.185 12.806
H 10.056 14.409 13.049
C 21.019 11.030 9.050
C 19.275 11.033 5.533
H 15.088 14.442 9.518
H 19.182 13.704 13.807
H 11.910 11.717 9.192
H 10.007 6.510 11.011
H 10.304 13.551 8.604
H 16.745 10.050 7.566
H 16.821 6.926 12.509
C 13.125 11.440 13.145
O 17.790 18.404 4.849
H 17.410 12.330 10.181
C 12.907 7.166 9.565
N 10.242 17.078 8.081
C 19.869 5.474 10.256
C 10.359 11.256 13.131
C 20.356 9.444 12.493
H 20.879 9.350 13.474
C 17.935 12.130 11.108
H 17.573 8.614 12.474
F 19.340 17.729 7.229
C 18.621 10.866 11.211
C 18.951 16.711 6.483
C 18.860 8.082 9.936
C 10.953 12.499 12.708
F 19.878 16.475 5.571
O 14.619 9.414 14.778
H 20.121 11.453 14.172
C 13.038 7.726 11.853
H 10.690 9.335 13.952
C 20.170 11.194 6.652
F 18.773 15.648 7.254
C 17.749 10.254 7.249
H 21.372 5.975 8.726
S 17.362 17.368 5.684
C 18.017 10.520 5.892
C 13.193 15.342 8.996
O 12.477 8.131 14.909
Mg 15.262 8.834 11.407
H 18.316 5.113 11.655
H 10.578 14.080 11.271
C 18.257 7.201 10.923
F 13.962 16.630 5.829
C 11.656 6.719 9.709
H 21.162 11.620 6.367
C 13.595 12.954 9.493
C 12.363 12.540 12.738
H 20.245 8.246 8.259
O 15.931 14.822 6.774
C 12.495 10.318 13.666
C 19.910 7.617 9.154
C 18.645 10.356 8.304
C 10.184 13.677 12.229
C 18.040 13.116 12.088
H 14.218 11.450 13.157
H 19.787 8.525 12.316
H 22.022 11.074 8.609
H 20.782 11.740 9.785
C 14.376 11.864 10.045
H 17.624 14.081 11.976
H 17.209 10.482 5.206
P 17.996 9.667 9.920
S 13.434 8.924 14.157
O 15.936 13.834 4.459
C 18.710 5.877 10.965
O 16.598 17.632 6.892
C 11.395 13.758 8.799
H 20.374 4.526 10.505
C 17.226 7.698 11.813
F 13.213 14.645 5.890
C 19.399 10.641 12.301
C 10.960 16.208 8.390
C 12.231 12.731 9.221
C 11.744 7.183 12.073
H 21.198 9.317 11.669
C 11.100 10.234 13.653
H 21.001 10.050 9.495
C 20.456 6.347 9.263
H 9.202 13.294 11.961
H 19.532 11.301 4.507
C 11.828 15.105 8.808
C 19.941 10.855 7.955
H 13.443 7.216 8.661
H 13.628 16.324 8.919
H 11.387 7.114 13.139
C 14.119 15.500 5.257
C 14.062 14.277 9.331
C 14.797 10.818 10.568
H 12.900 13.462 12.510
H 9.266 11.236 13.057
S 15.898 14.975 5.343
C 11.056 6.759 10.956
N 16.786 16.186 4.793
C 19.496 11.648 13.310
F 13.626 15.615 4.002
*
```

Output
Kohn-Sham gap in eV: 6.86
Max |F| in eV Å⁻¹: 4.514
Molecular weight in g/mol: 981.25
HOMO in eV: -3.1
LUMO energy in eV: 3.8